[1]
76
Properties=species:S:1:pos:R:3 method="wB97M-V/def2-TZVPD" spin_multiplicity=5 orbital_gap_ev="6.44 / 6.76" total_charge=-1
Cr -0.1871 -0.0458 -0.0796
O 1.7427 0.0714 -0.3346
N 2.3071 1.2070 -0.3262
N 1.4837 2.1607 -0.2029
O 0.1860 1.9690 -0.0998
C 1.9664 3.5125 -0.1529
C 1.0353 4.5192 0.0253
C 1.4667 5.8386 0.0824
C 2.8116 6.1466 -0.0365
C 3.7336 5.1218 -0.2135
C 3.3201 3.8019 -0.2728
H -0.0081 4.2545 0.1204
H 0.7383 6.6276 0.2231
H 3.1427 7.1764 0.0100
H 4.7879 5.3498 -0.3051
H 4.0277 2.9960 -0.4068
C -4.5227 0.7098 -1.9961
Si -2.7963 0.9898 -1.2858
C -2.8032 2.8106 -0.7605
C -1.6441 0.8014 -2.7520
N -2.2204 0.0113 0.0060
C -2.9408 -0.6607 0.9699
C -4.3385 -0.8751 0.9380
C -4.9980 -1.5771 1.9366
C -4.3154 -2.1124 3.0222
C -2.9378 -1.9189 3.0786
C -2.2736 -1.2114 2.0917
H -4.6124 1.3424 -2.8872
H -5.3110 1.0077 -1.2992
H -4.6973 -0.3281 -2.2988
H -3.6878 3.3397 -1.1332
H -1.9120 3.3233 -1.1367
H -2.7896 2.8791 0.3305
H -2.0298 1.3667 -3.6084
H -1.5449 -0.2517 -3.0326
H -0.6419 1.1858 -2.5334
H -4.9103 -0.5038 0.1020
H -6.0710 -1.7209 1.8544
H -4.8349 -2.6681 3.7925
H -2.3678 -2.3364 3.9036
H -1.1981 -1.0918 2.1610
O -0.7148 -2.5905 -2.2980
C -0.3659 -2.9202 -1.1833
N -0.1804 -4.2377 -0.7853
C 0.3660 -4.3119 0.5534
C 0.4429 -2.7986 0.8941
O 0.8693 -2.3603 1.9571
N -0.1041 -2.0815 -0.1093
C -0.6036 -4.9833 1.5458
C -1.7030 -5.6975 1.0885
C -2.5660 -6.3174 1.9844
C -2.3381 -6.2274 3.3490
C -1.2381 -5.5151 3.8108
C -0.3744 -4.9002 2.9165
C 1.7035 -5.0523 0.5893
C 1.8089 -6.2776 -0.0667
C 2.9902 -7.0028 -0.0389
C 4.0883 -6.5166 0.6580
C 3.9887 -5.3039 1.3227
C 2.8046 -4.5745 1.2928
H 0.0503 -4.9090 -1.4957
H -1.9053 -5.7369 0.0261
H -3.4277 -6.8591 1.6123
H -3.0186 -6.6970 4.0491
H -1.0558 -5.4306 4.8756
H 0.4749 -4.3349 3.2784
H 0.9512 -6.6881 -0.5897
H 3.0518 -7.9518 -0.5574
H 5.0126 -7.0816 0.6832
H 4.8399 -4.9153 1.8689
H 2.7304 -3.6255 1.8063
Cl 0.4918 1.0765 2.7953
C 0.5207 -0.1307 4.0797
Cl 1.4178 0.4202 5.5172
H 0.9929 -1.0155 3.6765
H -0.5039 -0.3235 4.3690

***

[2]
77
Properties=species:S:1:pos:R:3 method="wB97M-V/def2-TZVPD" spin_multiplicity=8 orbital_gap_ev="5.11 / 5.87" total_charge=-2
Eu 1.4210 -0.0272 -1.1879
C 0.4632 1.7964 -4.0132
N 0.3269 2.1547 -2.6042
C -1.0957 2.3851 -2.2705
C -1.9777 1.1575 -2.2707
N -1.8709 0.3226 -1.0640
C -2.3744 1.0430 0.1012
C -2.5520 -0.9270 -1.2959
C -3.8773 -1.0959 -0.8721
C -4.5837 -2.2705 -1.1141
C -3.9487 -3.2913 -1.8096
C -2.6343 -3.1254 -2.2423
C -1.8833 -1.9549 -2.0089
S -0.2274 -1.8406 -2.5837
C 1.0818 3.3174 -2.2027
C 1.4773 4.2476 -3.1500
C 2.1903 5.4125 -2.7851
C 2.4771 5.6318 -1.4340
C 2.0770 4.7093 -0.4816
C 1.3730 3.5050 -0.8161
S 0.9525 2.3300 0.4170
H -0.1290 2.4570 -4.6720
H 0.1312 0.7680 -4.1537
H 1.5096 1.8544 -4.3074
H -1.4958 3.0771 -3.0263
H -1.1378 2.8859 -1.3101
H -1.7505 0.5340 -3.1334
H -3.0260 1.4917 -2.3687
H -3.3267 1.5657 -0.1130
H -1.6321 1.7729 0.4139
H -2.5469 0.3472 0.9228
H -4.3656 -0.2969 -0.3268
H -5.6025 -2.3817 -0.7556
H -4.4716 -4.2238 -2.0139
H -2.1347 -3.9266 -2.7812
H 1.2600 4.0685 -4.1951
H 2.5193 6.1116 -3.5482
H 3.0349 6.5148 -1.1302
H 2.3189 4.8681 0.5651
O 2.6621 -2.5788 -1.1057
C 2.2284 -2.1824 -0.0249
O 2.5365 -1.0341 0.5047
C 1.0663 -2.8805 0.7133
P 0.0985 -1.4577 1.3914
C -1.4647 -2.2633 2.0649
C -2.1340 -1.7576 3.1892
C -3.3512 -2.2860 3.6156
C -3.9414 -3.3427 2.9299
C -3.3035 -3.8500 1.8061
C -2.0898 -3.3138 1.3798
C 0.9276 -1.0971 2.9917
C 1.4844 -2.0601 3.8335
C 2.1034 -1.6986 5.0256
C 2.1697 -0.3555 5.4003
C 1.6095 0.6104 4.5746
C 0.9965 0.2390 3.3792
H 1.4381 -3.5369 1.5028
H 0.4830 -3.4480 -0.0031
H -1.6981 -0.9358 3.7482
H -3.8381 -1.8690 4.4918
H -4.8923 -3.7541 3.2613
H -3.7569 -4.6546 1.2338
H -1.6441 -3.7069 0.4740
H 1.4340 -3.1119 3.5642
H 2.5481 -2.4630 5.6561
H 2.6732 -0.0675 6.3181
H 1.6633 1.6599 4.8417
H 0.6022 1.0098 2.7232
I 4.5468 1.5659 -0.2726
C 4.1378 1.2257 1.7582
I 5.6187 0.1406 2.9148
H 3.2296 0.6245 1.7821
H 4.0063 2.1880 2.2402
Cl 2.9303 -0.5099 -5.6248
Si 3.3999 -0.2684 -3.4967
Cl 5.2319 -1.4092 -3.3806
Cl 4.3187 1.6616 -3.7794

***

[3]
79
Properties=species:S:1:pos:R:3 method="wB97M-V/def2-TZVPD" spin_multiplicity=2 orbital_gap_ev="4.69 / 4.72" total_charge=-1
Ti -0.1898 0.6897 0.1530
C 2.1578 2.7732 0.3469
C 2.0282 2.8698 1.8637
C 0.6636 2.8951 2.5006
C 0.4866 3.6493 3.6611
C -0.7363 3.6280 4.3068
C -1.7709 2.8837 3.7627
C -1.5389 2.2104 2.5772
N -0.3373 2.1941 1.9820
N 1.9855 1.4459 -0.2993
C 2.9585 0.4769 0.2519
C 2.4364 -0.2109 1.4816
C 3.2795 -0.8020 2.4248
C 2.7207 -1.4152 3.5294
C 1.3402 -1.4294 3.6764
C 0.5686 -0.8409 2.6886
N 1.1125 -0.2486 1.6179
C 2.2285 1.6884 -1.7362
C 1.9650 0.5575 -2.6998
C 1.3599 0.8783 -3.9138
C 1.1928 -0.1138 -4.8568
C 1.6008 -1.4051 -4.5530
C 2.1572 -1.6349 -3.3107
N 2.3602 -0.6772 -2.4080
H 3.1780 3.1137 0.1047
H 1.4322 3.4390 -0.1266
H 2.4977 3.8218 2.1243
H 2.6382 2.1115 2.3667
H 1.3124 4.2342 4.0462
H -0.8797 4.1931 5.2198
H -2.7501 2.8419 4.2181
H -2.3111 1.6355 2.0809
H 3.9255 0.9594 0.4554
H 3.1048 -0.2956 -0.5055
H 4.3505 -0.7570 2.2767
H 3.3560 -1.8751 4.2765
H 0.8541 -1.8903 4.5250
H -0.5157 -0.8475 2.7269
H 3.2657 2.0414 -1.8765
H 1.5424 2.4965 -1.9987
H 0.9904 1.8816 -4.0776
H 0.7121 0.1062 -5.8016
H 1.4584 -2.2238 -5.2453
H 2.4632 -2.6357 -3.0233
Cl -6.2479 -1.9450 -1.0194
C -4.5851 -1.4877 -1.1920
C -3.9477 -1.5825 -2.4100
Cl -4.8103 -2.1605 -3.7978
C -2.5972 -1.2246 -2.5295
Cl -1.7771 -1.3980 -4.0410
C -1.8693 -0.7686 -1.4350
O -0.5871 -0.4849 -1.4440
C -2.5423 -0.6553 -0.1777
O -1.8079 -0.2357 0.8416
C -3.8731 -1.0196 -0.0789
Cl -4.6259 -0.9034 1.4837
Te -1.1799 2.8256 -1.1314
C -1.0981 -6.0182 2.0214
N -2.0378 -4.9074 1.9079
C -2.8251 -5.0899 0.6883
N -2.0194 -5.2446 -0.5179
C -1.0879 -6.3453 -0.3226
N -0.2316 -6.2102 0.8574
C 0.6871 -5.0746 0.6987
P -0.1362 -3.4172 0.4758
C -1.3350 -3.6202 1.8858
C -1.3233 -3.9937 -0.8384
H -1.6775 -6.9355 2.1593
H -0.4726 -5.8652 2.9049
H -3.4926 -4.2348 0.5631
H -3.4300 -5.9930 0.8116
H -0.4555 -6.4382 -1.2085
H -1.6681 -7.2659 -0.2108
H 1.3339 -5.2616 -0.1637
H 1.3404 -5.0291 1.5766
H -2.0668 -2.8080 1.8282
H -0.7955 -3.4982 2.8319
H -0.7805 -4.1051 -1.7813
H -2.0693 -3.2161 -1.0024